Below is a structure of composition C51H63BiN9Se, with properties calculated with ωB97M-V with the def2-TZVPD basis set.

```
125
Properties=species:S:1:pos:R:3:forces:R:3:mulliken_charge:R:1
Bi 0.51246 -0.29839 2.04788 0.497 0.473 -1.172 0.99
C 3.52205 -0.70617 5.29992 0.043 -0.079 0.235 -0.77
C 2.99043 -1.60741 6.23685 0.214 0.196 -0.198 -0.39
C 1.74395 -2.12637 6.03259 -0.467 -0.035 -0.087 -0.67
C 0.97153 -1.74836 4.90995 1.101 0.489 -0.146 0.07
N 1.51549 -0.87385 4.01790 -0.173 -0.778 0.768 0.40
C 2.75699 -0.38241 4.21947 -0.204 0.007 -0.191 -0.12
N -0.24324 -2.31869 4.78569 -0.833 -0.563 -0.205 -0.36
C -1.21188 -1.93498 4.01961 0.686 0.261 0.270 0.23
N -1.22557 -0.86310 3.14870 -0.056 -0.036 0.477 0.19
C -2.55448 -0.57115 2.81865 -0.121 0.958 -0.144 -0.07
N -3.02824 0.53697 2.38808 -0.405 -0.879 -0.007 -0.30
C -2.29622 1.68634 2.30565 0.592 1.020 -0.089 0.18
C -3.00173 2.89981 2.42260 -0.120 -0.386 0.005 -1.09
C -2.31816 4.08004 2.57421 0.353 0.093 -0.021 -0.34
C -0.92070 4.06749 2.53960 -0.176 0.053 0.048 -0.84
C -0.29853 2.86387 2.31797 0.091 -0.144 0.011 -0.21
N -0.95448 1.70390 2.21139 -0.574 -0.017 0.110 0.62
C -3.38825 -1.65765 3.32916 0.046 -0.744 0.309 -0.09
C -4.75303 -1.87465 3.27627 0.066 0.229 -0.148 -0.50
C -5.26388 -2.94068 4.00140 0.024 -0.085 0.069 -0.72
C -4.43776 -3.74870 4.78419 -0.123 -0.005 -0.009 -0.63
C -3.07334 -3.52237 4.85081 0.302 0.100 -0.015 -0.31
C -2.55919 -2.48011 4.09726 -0.717 -0.029 -0.182 0.41
H 4.50460 -0.27595 5.42351 0.014 -0.020 -0.026 0.47
H 3.57602 -1.89291 7.10008 -0.038 -0.031 0.023 0.44
H 1.28761 -2.83755 6.70569 0.054 0.011 0.048 0.53
H 3.11518 0.29421 3.44954 0.050 0.037 0.057 0.29
H -4.08128 2.85417 2.43825 0.004 -0.005 0.022 0.53
H -2.84596 5.01291 2.72014 -0.057 -0.021 -0.020 0.48
H -0.34225 4.96897 2.67988 0.006 0.012 -0.067 0.52
H 0.78489 2.79183 2.23724 -0.024 0.057 -0.024 0.29
H -5.38981 -1.22428 2.69214 -0.013 -0.012 -0.004 0.56
H -6.32599 -3.14401 3.97839 -0.006 0.013 -0.024 0.46
H -4.87828 -4.54962 5.36253 0.014 -0.029 -0.031 0.43
H -2.41711 -4.11499 5.47379 -0.047 -0.052 -0.001 0.55
N 1.49892 2.75639 -1.70183 1.079 -1.338 0.756 0.20
C 2.71129 2.62074 -2.58332 0.477 -0.378 -0.016 0.18
C 4.01195 2.62832 -1.75988 -0.430 -0.019 0.365 -1.77
C 4.07313 1.48915 -0.72128 -0.057 -0.011 -0.384 0.18
N 3.19126 1.79523 0.42435 -0.051 0.116 -0.110 -0.24
C 3.72941 0.14097 -1.38528 -0.073 0.056 0.009 -1.60
C 2.57224 0.09385 -2.40139 -0.001 0.043 0.053 0.54
N 1.25497 0.10197 -1.74672 0.602 0.327 -0.286 0.50
C 2.64314 1.29705 -3.35873 -0.236 -0.086 0.213 -1.52
H 0.81687 3.42397 -2.04671 0.618 0.050 0.449 -0.92
H 1.76999 2.94970 -0.73998 0.163 0.112 0.041 0.33
H 1.03171 1.69950 -1.60678 0.514 0.717 0.173 0.11
H 2.71190 3.46166 -3.27697 0.011 0.021 0.011 0.51
H 4.14178 3.59633 -1.26671 0.035 -0.010 0.036 0.45
H 4.85285 2.50246 -2.44256 -0.045 0.074 -0.085 0.59
H 5.11085 1.40938 -0.37885 0.000 0.022 -0.045 0.53
H 3.57428 2.58407 0.93942 0.031 -0.068 0.011 0.31
H 3.18472 1.00995 1.06550 0.052 -0.008 -0.031 -0.15
H 3.57365 -0.62448 -0.61557 -0.004 -0.030 -0.018 0.34
H 4.62371 -0.16282 -1.93380 0.042 -0.050 0.038 0.48
H 2.70957 -0.82518 -2.97828 0.058 0.085 -0.080 0.30
H 1.19354 -0.57786 -0.99568 -0.085 -0.026 -0.002 -1.18
H 0.49298 -0.11252 -2.39080 0.004 0.089 0.159 0.33
H 1.77702 1.29943 -4.02501 0.045 -0.107 -0.017 0.51
H 3.53642 1.20141 -3.97662 0.001 0.115 -0.057 0.62
C -2.85650 -3.38335 -0.19327 0.137 0.115 -0.046 -1.75
C -2.70649 -2.25537 -1.18072 0.039 0.059 -0.125 0.87
C -3.12745 -2.45801 -2.49616 -0.053 -0.066 -0.127 -1.11
C -2.99890 -1.44763 -3.44345 -0.045 -0.134 0.158 0.51
C -3.48755 -1.68517 -4.84807 -0.029 0.052 0.048 -1.78
C -2.44815 -0.22716 -3.08081 0.102 -0.088 0.008 -0.56
C -1.97351 0.02762 -1.76444 0.354 0.231 -0.111 -0.06
C -2.12917 -1.04588 -0.84011 -0.244 0.008 -0.207 0.33
N -1.31147 1.13639 -1.35152 -0.237 0.196 0.705 -0.21
C -1.58226 2.44473 -1.91545 -0.102 -0.510 -0.041 1.81
C -3.07807 2.71131 -2.18496 0.108 0.281 -0.053 -1.12
C -3.30533 4.16332 -2.62699 -0.179 -0.022 -0.027 0.42
C -2.53150 4.42813 -3.92282 0.015 0.012 0.146 -1.52
C -1.03736 4.20197 -3.67004 0.032 -0.006 -0.307 0.41
C -0.55817 5.16796 -2.58604 -0.219 0.088 -0.046 -1.39
C -1.33477 4.90634 -1.29461 -0.008 0.067 0.206 0.50
C -2.82639 5.13740 -1.54685 0.044 -0.055 -0.055 -1.54
C -1.14888 3.45814 -0.84393 -0.128 0.163 0.026 0.07
C -0.81055 2.75389 -3.22159 -0.167 -0.058 -0.487 -1.10
H -3.84085 -3.84813 -0.25818 -0.021 0.045 -0.006 0.53
H -2.69036 -3.04665 0.83205 -0.041 -0.055 0.004 0.00
H -2.11071 -4.14995 -0.41971 -0.055 -0.085 0.129 0.32
H -3.55803 -3.41082 -2.78738 -0.019 0.016 0.048 0.36
H -3.56518 -2.75246 -5.05374 -0.003 0.009 -0.038 0.41
H -2.82399 -1.23781 -5.58914 -0.002 0.019 0.001 0.36
H -4.47958 -1.24752 -4.98135 0.006 -0.002 -0.051 0.31
H -2.34018 0.53400 -3.84235 -0.026 -0.067 -0.029 0.19
H -1.82684 -0.84543 0.18573 -0.077 0.013 0.035 0.24
H -3.63862 2.48934 -1.27057 0.037 -0.012 0.009 0.30
H -3.44462 2.03625 -2.95944 -0.045 0.043 0.081 0.70
H -4.37493 4.31933 -2.79918 0.036 0.013 -0.039 0.30
H -2.70071 5.45647 -4.25657 -0.004 -0.011 -0.040 0.55
H -2.88397 3.75869 -4.71238 0.022 0.013 -0.012 0.55
H -0.47971 4.38571 -4.59511 -0.018 0.030 0.005 0.43
H -0.72644 6.19858 -2.91315 0.148 -0.004 0.014 0.63
H 0.52319 5.05656 -2.42234 0.006 0.298 -0.037 -0.02
H -0.97930 5.58489 -0.50849 -0.035 -0.008 -0.035 0.51
H -3.00022 6.17077 -1.86273 -0.037 -0.001 0.020 0.58
H -3.38878 4.96790 -0.62240 0.021 0.043 -0.003 0.48
H -1.76751 3.26562 0.02696 -0.065 -0.062 0.118 -0.26
H -0.11681 3.26499 -0.53524 -0.642 0.068 0.345 -0.59
H 0.26117 2.56149 -3.07609 -1.446 -0.314 -1.250 -0.17
H -1.14460 2.07991 -4.01178 0.013 0.001 -0.011 1.05
C 5.66937 -5.70984 -0.29259 -0.079 0.021 0.003 -1.56
C 4.39403 -4.95587 -0.03914 0.014 -0.016 0.073 0.55
C 3.64767 -4.40718 -1.06834 0.030 -0.037 -0.063 -0.97
C 2.45231 -3.73114 -0.84203 -0.035 0.197 -0.093 0.59
C 1.66062 -3.28869 -2.04722 -0.038 -0.068 0.099 -1.70
C 2.00523 -3.56793 0.47595 -0.213 0.302 0.151 0.56
Se 0.29569 -2.62435 0.72220 0.410 -0.657 0.315 -0.34
C 2.69873 -4.18493 1.52756 0.151 -0.085 -0.110 1.11
C 2.23521 -4.22252 2.95098 -0.107 0.034 0.052 -1.86
C 3.88927 -4.84858 1.24907 -0.135 0.064 -0.062 -0.59
H 6.02836 -5.55408 -1.30841 0.021 -0.018 0.002 0.37
H 5.50317 -6.77869 -0.14725 0.051 -0.014 -0.036 0.32
H 6.44716 -5.40197 0.40651 0.029 -0.006 -0.026 0.38
H 3.98476 -4.53131 -2.09221 0.007 0.018 -0.008 0.40
H 1.19211 -4.16478 -2.50019 -0.017 0.023 -0.056 0.47
H 2.31048 -2.83794 -2.79781 -0.031 -0.074 -0.005 0.34
H 0.85884 -2.60104 -1.78470 0.068 -0.027 -0.170 -0.02
H 1.15777 -4.11392 3.03906 -0.077 0.095 0.011 0.30
H 2.72536 -3.43678 3.52258 -0.018 0.150 0.185 0.27
H 2.51789 -5.17369 3.40240 0.002 0.035 0.021 0.53
H 4.41602 -5.31600 2.07450 0.040 -0.021 -0.033 0.46
```
Forces are in eV/Å.

HOMO level = -0.2707 hartree
Kohn-Sham gap = 3.8 eV
Total charge = +1

=====

Below is a structure of composition C51H63N5NiO2Si, with properties calculated with ωB97M-V with the def2-TZVPD basis set.

```
123
Properties=species:S:1:pos:R:3:forces:R:3:mulliken_charge:R:1
Ni -0.48235 -0.01523 0.00273 -0.211 0.033 -0.140 0.01
C -2.15325 -3.44673 -3.01080 0.079 0.055 0.059 -1.02
C -0.84581 -2.67905 -3.19455 -0.022 -0.035 -0.119 3.01
C 0.20349 -3.54336 -3.90352 0.013 0.041 0.077 -1.83
C -1.02896 -1.38574 -3.95718 0.004 0.098 0.159 0.25
C -1.61907 -1.44670 -5.21097 -0.147 0.035 0.008 -0.37
C -1.69984 -0.32623 -6.01774 -0.071 0.023 0.036 -1.45
C -1.14363 0.84992 -5.55812 -0.018 0.013 -0.074 -0.78
C -0.52904 0.96079 -4.30943 -0.001 -0.048 -0.026 0.62
C 0.07765 2.34647 -4.07259 -0.093 -0.011 0.246 0.62
C -1.03126 3.32288 -3.66584 0.068 -0.001 -0.055 -1.48
C 1.25947 2.46544 -3.11525 0.009 -0.088 -0.128 -2.06
C -0.51400 -0.16529 -3.45498 -0.029 -0.125 -0.416 -0.18
N 0.11786 -0.14332 -2.18368 0.309 0.130 -0.334 0.99
C 1.40659 -0.45929 -2.29000 -0.478 0.057 -0.243 -0.12
O 2.02217 -0.81684 -3.31454 0.244 -0.046 0.139 -0.89
C 2.18108 -0.24280 -1.02480 0.034 0.167 0.128 -0.03
C 3.55213 -0.42815 -0.96453 0.131 0.012 -0.126 -0.92
C 4.21836 -0.10481 0.20658 -0.187 0.003 0.016 -0.70
C 3.48883 0.37238 1.28469 0.178 0.099 0.001 -1.33
C 2.11297 0.49472 1.15587 0.003 0.011 -0.092 0.04
N 1.48836 0.20645 0.01875 1.062 -0.247 0.208 1.74
C 1.25785 0.80847 2.35049 -0.573 0.032 0.255 -0.07
O 1.75668 1.44263 3.29945 0.277 -0.121 -0.004 -0.84
N 0.04603 0.25618 2.28156 0.240 0.110 0.356 1.19
C -0.55460 0.05816 3.54742 -0.103 -0.069 0.329 -0.64
C -0.04819 -0.93880 4.41977 0.005 0.014 -0.209 1.02
C -0.67136 -1.16716 5.64108 -0.030 -0.040 0.043 -0.41
C -1.78482 -0.44950 6.03959 -0.013 0.045 0.020 -1.46
C -2.26171 0.54887 5.20842 -0.045 -0.054 0.046 -0.18
C -1.65640 0.81870 3.98913 0.164 0.045 -0.178 0.49
C -2.07048 2.03362 3.19850 -0.032 0.067 0.092 1.80
C -1.34951 3.26187 3.76650 0.033 -0.017 -0.099 -1.85
C -3.57980 2.25207 3.13183 0.077 -0.051 -0.038 -1.85
C 1.18886 -1.75578 4.08741 0.006 -0.027 0.145 1.79
C 2.37951 -1.29765 4.94210 -0.065 0.041 -0.147 -1.85
C 0.95798 -3.25506 4.29104 0.003 0.167 -0.092 -1.35
H -1.98167 -4.31982 -2.37969 -0.052 0.009 -0.037 -0.17
H -2.56652 -3.78890 -3.96510 -0.002 -0.003 0.008 0.38
H -2.89413 -2.82035 -2.51667 -0.144 0.048 0.067 0.19
H -0.46602 -2.44077 -2.20605 0.007 0.038 0.055 -1.71
H -0.14448 -3.85837 -4.89319 -0.036 -0.004 0.006 0.36
H 0.41105 -4.43953 -3.31248 -0.032 -0.024 -0.067 0.31
H 1.12655 -2.97430 -4.02380 0.012 -0.044 0.004 0.36
H -2.01013 -2.39372 -5.56844 0.030 -0.005 0.018 0.28
H -2.16742 -0.37138 -6.99550 0.021 -0.014 -0.002 0.32
H -1.15071 1.72198 -6.20686 0.000 0.022 0.035 0.35
H 0.45018 2.65796 -5.05630 -0.054 -0.005 0.003 0.55
H -1.45422 3.02580 -2.70663 -0.030 0.033 0.123 0.19
H -1.83495 3.33562 -4.40677 -0.009 -0.012 0.027 0.41
H -0.63448 4.33714 -3.56522 -0.015 0.009 0.040 0.48
H 0.95054 2.27625 -2.09287 0.025 0.010 0.084 0.27
H 1.66676 3.48031 -3.17388 -0.034 0.006 0.007 0.59
H 2.04733 1.76225 -3.38557 0.030 -0.014 0.025 0.31
H 4.05588 -0.80912 -1.84203 -0.041 0.014 -0.016 0.57
H 5.29262 -0.22679 0.27973 0.009 -0.021 0.015 0.41
H 3.95130 0.63482 2.22635 -0.071 0.024 0.015 0.57
H -0.27464 -1.92341 6.31032 0.032 -0.030 -0.052 0.29
H -2.25494 -0.64574 6.99702 -0.009 -0.014 -0.011 0.34
H -3.10563 1.15067 5.52826 0.005 -0.001 -0.018 0.27
H -1.69987 1.88971 2.19122 0.027 0.005 -0.124 -1.41
H -1.67372 3.46455 4.79319 -0.027 -0.012 0.002 0.39
H -1.54880 4.13914 3.14632 -0.012 0.021 0.010 0.45
H -0.27332 3.07877 3.77555 0.003 0.031 0.016 0.30
H -4.00612 2.48117 4.11255 -0.008 0.008 -0.001 0.52
H -4.07948 1.36194 2.74049 -0.050 0.007 0.009 0.30
H -3.79886 3.09034 2.46638 -0.013 0.008 0.004 0.40
H 1.42371 -1.59871 3.03376 -0.028 -0.003 -0.014 -0.67
H 2.16441 -1.45918 6.00319 0.021 -0.026 -0.002 0.35
H 2.56711 -0.23752 4.78292 0.036 0.061 0.013 0.39
H 3.27904 -1.86490 4.68145 -0.010 0.002 0.020 0.42
H 0.85081 -3.49935 5.35104 -0.030 -0.027 0.014 0.29
H 1.81008 -3.81754 3.90411 -0.020 0.032 0.077 0.45
H 0.06232 -3.57727 3.76102 0.129 -0.088 0.025 0.09
C -2.47615 -3.26630 2.49352 -0.154 0.136 -0.030 -1.83
C -2.86113 -1.91768 1.89908 0.031 -0.091 -0.004 1.25
C -3.73437 -1.94925 0.67150 0.201 0.221 -0.047 0.70
C -4.64654 -2.97887 0.49875 -0.082 -0.137 -0.117 -0.70
C -5.61999 -2.91784 -0.48374 -0.002 0.056 0.055 -1.46
C -5.73344 -1.75874 -1.22630 -0.072 -0.091 -0.024 -1.04
C -4.84342 -0.69553 -1.08938 -0.026 0.100 0.089 1.59
C -5.24978 0.58562 -1.80447 0.084 -0.011 -0.134 -1.20
C -4.29834 1.13464 -2.85749 0.011 -0.018 -0.008 -0.41
C -3.74251 -0.83904 -0.20876 -0.442 -0.379 0.063 -1.05
N -2.68027 0.09650 -0.15086 -0.408 0.478 0.259 2.07
C -2.99896 1.34998 -0.10040 -0.183 -0.134 0.274 -0.90
C -2.03971 2.38066 -0.09455 0.273 0.411 -0.004 -0.15
C -2.22023 3.77447 -0.01551 -0.135 -0.254 -0.038 -0.95
C -0.94455 4.30813 0.11111 0.110 0.118 0.034 -1.68
C -0.05965 3.21383 0.12167 0.128 0.063 0.025 -0.66
N -0.70933 2.05982 -0.01277 -0.573 0.128 -0.181 1.11
H -1.84743 -3.08602 3.36563 -0.035 -0.053 0.001 0.11
H -3.34364 -3.84694 2.81969 0.018 0.002 0.024 0.54
H -1.90782 -3.83986 1.76071 -0.027 -0.040 0.075 0.04
H -1.95451 -1.36543 1.67402 0.030 0.039 0.104 -1.20
H -3.40470 -1.34120 2.65785 0.071 0.093 0.013 0.62
H -4.61184 -3.83933 1.15559 0.049 0.045 0.002 0.27
H -6.32819 -3.72680 -0.62043 0.044 -0.030 -0.013 0.35
H -6.55677 -1.65992 -1.92601 0.023 0.044 -0.024 0.28
H -5.45016 1.36406 -1.06501 -0.165 -0.068 -0.093 0.30
H -6.21261 0.38708 -2.28237 0.000 -0.031 0.016 0.48
H -3.32402 1.36832 -2.43988 0.117 0.040 -0.141 -0.10
H -4.71016 2.04431 -3.30178 0.038 0.006 -0.003 0.46
H -4.15490 0.40246 -3.64515 0.136 -0.127 -0.199 0.23
H -4.03910 1.65786 0.00688 0.174 -0.020 -0.017 0.31
H -3.16585 4.29698 -0.05383 0.012 0.020 0.014 0.53
H -0.67292 5.35021 0.19630 0.008 -0.016 0.006 0.37
H 1.01490 3.24982 0.24544 0.003 -0.076 -0.045 0.49
C 1.91642 -5.35946 -0.87629 -0.108 0.283 0.052 -1.08
Si 0.39096 -4.94923 0.17769 0.180 -0.451 0.054 0.21
C -1.02246 -6.01895 -0.51853 -0.007 0.244 0.024 -1.29
C 0.77204 -5.69674 1.88314 -0.052 0.216 -0.122 -1.21
C 0.00729 -3.17996 0.24313 0.118 -0.371 -0.032 -0.19
C -0.28403 -1.98596 0.20508 0.150 -0.673 -0.145 1.88
H 2.02779 -6.43880 -1.01297 -0.061 -0.030 0.065 0.32
H 2.82808 -4.98007 -0.40764 -0.016 0.015 0.023 0.31
H 1.84519 -4.89912 -1.86318 0.023 0.003 0.034 0.30
H -0.99510 -7.02894 -0.10013 0.092 0.009 0.035 0.49
H -0.95368 -6.10753 -1.60536 0.000 0.027 0.010 0.36
H -1.99812 -5.58532 -0.28479 0.005 0.000 0.007 0.27
H 1.08862 -6.74052 1.80205 -0.035 -0.015 -0.127 0.39
H -0.10123 -5.65894 2.53893 0.013 0.021 0.014 0.32
H 1.57401 -5.13977 2.37001 -0.038 -0.063 -0.048 0.11
```
Forces are in eV/Å.

HOMO level (spin up / spin down) = -0.0936 / -0.0962 hartree
Spin multiplicity = 3
Expectation value of S² = 2.007
Kohn-Sham gap (spin up / spin down) = 7.0 / 7.1 eV
Total charge = -2